No. 1
Density functional theory data (ωB97M-V with the def2-TZVPD basis set) for an isolated molecule of C22H39NO3.

Output
SMILES: CCCCC/C=C\C/C=C\CCCCCCCC(=O)NCCCC(=O)O
Charge: 0
M: 365.56 g mol⁻¹
2S+1: 1
E_HOMO: -8.96 eV
Frontier orbital gap: 9.80 eV
Energy above the lowest of the compared OMol25 structures with the same formula, charge and spin: 6.3 kJ/mol

```
65
Properties=species:S:1:pos:R:3:forces:R:3:nbo_charge:R:1
C -0.90807 -2.54519 2.19717 0.152 0.045 0.166 -0.6117
C 0.39529 -2.07050 2.82893 -0.020 0.108 -0.181 -0.3881
C 1.45697 -1.68664 1.79741 -0.033 -0.291 0.193 -0.4052
C 2.08735 -2.88812 1.09718 0.146 0.319 0.029 -0.3853
C 3.16883 -2.45709 0.10432 -0.084 -0.161 0.034 -0.4441
C 2.60596 -1.64088 -1.01783 0.035 -0.112 0.071 -0.1858
C 3.20312 -0.64614 -1.65723 0.034 0.004 -0.123 -0.1793
C 4.58787 -0.11947 -1.40161 -0.084 -0.045 0.074 -0.4903
C 4.68972 1.35601 -1.67671 0.202 0.014 -0.101 -0.1848
C 4.06963 2.30510 -0.99194 -0.001 0.066 0.155 -0.1717
C 3.14399 2.09167 0.16336 -0.059 0.127 -0.217 -0.4372
C 1.74189 2.62259 -0.15289 0.109 -0.216 0.424 -0.3841
C 0.76206 2.32057 0.97885 -0.119 0.292 -0.408 -0.4041
C -0.67409 2.73507 0.65230 0.053 -0.243 0.385 -0.4112
C -1.66205 2.09675 1.62760 -0.102 0.258 -0.155 -0.3915
C -3.11548 2.50907 1.39563 0.058 -0.256 -0.050 -0.3895
C -3.69384 2.01706 0.06950 0.144 0.080 0.423 -0.5143
C -3.82848 0.50412 -0.00529 -0.366 0.544 -0.427 0.6921
O -3.52025 -0.26411 0.88215 0.197 -0.272 0.402 -0.6468
N -4.38216 0.08894 -1.17123 -0.256 -0.091 -0.185 -0.6172
C -4.49614 -1.30509 -1.52715 -0.006 -0.209 -0.156 -0.2249
C -3.40063 -1.76157 -2.49600 0.004 0.129 0.285 -0.4039
C -2.02080 -1.76544 -1.84407 -0.165 0.081 -0.088 -0.5262
C -1.43595 -0.38465 -1.67588 -0.116 0.076 -0.292 0.8166
O -1.76375 0.60566 -2.27905 0.019 0.119 -0.160 -0.6257
O -0.45244 -0.38766 -0.78179 0.482 -0.151 0.554 -0.6850
H -1.62368 -2.81691 2.96969 -0.134 -0.059 0.009 0.2098
H -0.74187 -3.41656 1.56814 -0.045 -0.125 -0.103 0.1913
H -1.35093 -1.75615 1.59420 -0.099 0.073 -0.104 0.2197
H 0.18091 -1.19946 3.45278 0.019 -0.030 0.086 0.1996
H 0.79310 -2.85250 3.48117 0.038 0.039 0.095 0.1896
H 1.00226 -1.04327 1.04353 0.034 0.114 0.011 0.2076
H 2.24833 -1.11919 2.29579 0.056 0.075 -0.060 0.1951
H 1.31770 -3.44846 0.56405 -0.036 -0.117 -0.021 0.1935
H 2.52930 -3.55323 1.84351 -0.059 -0.063 0.006 0.2002
H 3.64079 -3.35162 -0.31699 0.077 0.024 0.034 0.2159
H 3.94640 -1.90136 0.63304 0.069 -0.035 0.009 0.2005
H 1.60914 -1.93124 -1.32321 -0.148 0.038 -0.116 0.2013
H 2.68240 -0.15305 -2.46863 -0.146 -0.001 -0.101 0.1993
H 5.28793 -0.65239 -2.05188 0.039 0.011 0.094 0.2221
H 4.88439 -0.32729 -0.37075 0.066 -0.067 -0.035 0.2163
H 5.32096 1.63895 -2.50860 0.043 0.129 -0.074 0.2003
H 4.20849 3.34048 -1.27776 0.071 0.107 -0.133 0.1957
H 3.07628 1.03101 0.40354 0.002 -0.051 0.115 0.2092
H 3.53189 2.61921 1.03999 -0.010 -0.052 0.074 0.2085
H 1.78647 3.70050 -0.32488 -0.036 0.035 -0.108 0.2011
H 1.39616 2.16038 -1.08260 -0.037 0.034 -0.088 0.1897
H 0.78821 1.24976 1.19836 0.031 -0.094 0.085 0.1950
H 1.08865 2.83582 1.88508 0.022 -0.085 0.097 0.2055
H -0.91809 2.44036 -0.37135 -0.018 0.035 -0.118 0.1928
H -0.76140 3.82344 0.69922 -0.007 0.065 -0.095 0.1999
H -1.59624 1.01017 1.56239 0.071 -0.042 0.063 0.2194
H -1.38177 2.38184 2.64452 0.049 -0.047 0.059 0.1997
H -3.19507 3.59862 1.43097 -0.048 0.009 0.038 0.1989
H -3.72092 2.09761 2.20544 -0.048 0.091 0.014 0.2170
H -3.07421 2.34180 -0.76860 -0.048 0.001 -0.092 0.2333
H -4.68990 2.44478 -0.07207 0.019 -0.019 -0.093 0.2279
H -4.45570 0.75281 -1.92639 0.083 0.050 0.146 0.3972
H -5.47854 -1.47085 -1.98100 0.072 -0.055 0.094 0.1969
H -4.43412 -1.87115 -0.59433 -0.098 0.002 -0.126 0.2279
H -3.63970 -2.76946 -2.83744 0.009 -0.005 -0.049 0.2143
H -3.38397 -1.09774 -3.36334 -0.021 -0.090 -0.070 0.2154
H -1.31442 -2.32664 -2.46226 0.066 0.004 0.070 0.2420
H -2.05168 -2.23721 -0.86084 0.063 -0.057 -0.011 0.2452
H -0.06609 0.49813 -0.66825 -0.186 -0.057 -0.253 0.5049
```
Forces are in eV/Å.

No. 2
Density functional theory data (ωB97M-V with the def2-TZVPD basis set) for a structure of composition C18H13IN3O3RhS2.

Output
Charge: 0
M: 613.26 g mol⁻¹
2S+1: 1
E_HOMO: -7.99 eV
Frontier orbital gap: 6.56 eV
Energy above the lowest of the compared OMol25 structures with the same formula, charge and spin: 12.0 kJ/mol

```
41
Properties=species:S:1:pos:R:3:forces:R:3:nbo_charge:R:1
Rh -0.10171 -0.10775 0.43663 -0.623 -0.249 0.529 0.8561
C -2.79076 -4.69191 4.74272 -0.035 0.035 0.003 -0.2581
O -3.88064 -4.08705 4.05641 0.052 -0.056 -0.014 -0.4758
C -3.59626 -3.22451 3.06483 -0.025 -0.040 0.091 0.3769
C -4.72349 -2.71796 2.37592 0.054 0.014 0.003 -0.3038
C -4.52232 -1.84323 1.35823 0.019 0.050 -0.037 -0.1049
C -3.22456 -1.41338 0.96591 -0.257 0.089 0.028 -0.3645
C -3.07955 -0.48799 -0.10900 0.134 -0.210 -0.235 0.6055
C -4.27571 -0.01528 -0.89370 0.001 -0.033 -0.003 -0.7072
O -1.97727 -0.02765 -0.48267 -0.243 0.828 0.007 -0.6621
C -2.10469 -1.92893 1.66524 0.253 -0.056 -0.125 0.5261
O -0.85332 -1.62888 1.43153 0.118 -0.617 0.110 -0.7156
C -2.32188 -2.84095 2.71870 0.009 -0.063 -0.031 -0.4099
H -3.23231 -5.38588 5.45049 -0.009 -0.001 0.010 0.2051
H -2.20445 -3.94408 5.27943 0.006 0.009 0.002 0.1837
H -2.14553 -5.23432 4.05009 -0.004 -0.010 -0.013 0.1874
H -5.71084 -3.04251 2.67038 0.007 -0.007 0.013 0.2319
H -5.38547 -1.45928 0.83205 0.022 0.011 -0.009 0.2139
H -4.87290 -0.85008 -1.25790 -0.002 0.004 0.012 0.2396
H -3.92654 0.57401 -1.73642 0.008 0.013 -0.003 0.2431
H -4.91293 0.60642 -0.26088 -0.001 -0.020 -0.011 0.2392
H -1.44245 -3.21852 3.21755 -0.011 0.006 0.007 0.2369
S 1.99476 -0.74679 1.13660 0.137 0.115 0.020 0.0100
C 2.35516 -1.08236 -0.52069 -0.073 0.078 -0.028 -0.2341
S 0.99417 -0.58698 -1.47316 0.069 0.077 0.142 0.1766
C 3.49485 -1.64442 -1.00379 0.294 -0.221 -0.112 -0.4196
C 4.54689 -2.02682 -0.10934 -0.104 0.090 -0.250 0.2916
N 5.39508 -2.32057 0.61088 -0.039 0.001 0.033 -0.3179
C 3.64396 -1.87300 -2.41013 0.071 0.072 0.239 0.2872
N 3.74730 -2.02940 -3.54589 -0.043 -0.014 0.017 -0.3165
I -3.25028 4.32141 1.81230 -0.132 0.069 -0.004 0.2015
C -1.33349 3.54987 1.69361 0.118 -0.024 -0.106 -0.1978
C -0.31979 3.99222 2.52903 -0.035 0.077 0.086 -0.1755
C 0.93772 3.43696 2.38955 0.098 0.014 -0.080 -0.2343
C 1.13810 2.43355 1.45858 0.142 0.123 -0.265 0.0560
N 0.15014 1.98261 0.67551 -0.026 -0.145 0.053 -0.4228
C -1.05996 2.55837 0.77148 0.110 0.171 -0.249 -0.0083
H -0.50806 4.76062 3.26692 -0.001 -0.013 -0.002 0.2384
H 1.76291 3.76560 3.00518 0.000 -0.008 -0.006 0.2407
H 2.10145 1.96543 1.31792 -0.019 -0.071 0.091 0.2433
H -1.80723 2.20781 0.07357 -0.042 -0.089 0.085 0.2383
```
Forces are in eV/Å.

Question: Which value of 2S+1 does entry 1 give?
Answer: 1

Question: Among the records above, which one has the highest E_HOMO?
Answer: C18H13IN3O3RhS2